Record 1
ORCA calculation (ωB97M-V with the def2-TZVPD basis set) on the ion C7H18INO2P with charge +1.

Properties
Energy above the lowest of the compared OMol25 structures with the same formula, charge and spin: 40.3 kJ/mol
HOMO-LUMO gap: 8.2 eV
Total energy: -1121.4896 hartree
SMILES: C=[P@](O)(I)OCCCCCC[NH3+]

```
! wB97M-V def2-TZVPD RIJCOSX def2/J DEFGRID3
* xyz 1 1
C -3.89 1.20 -1.35
P -2.77 0.51 -0.23
O -1.65 -0.65 -1.32
I -3.04 -1.35 1.44
O -1.46 1.23 0.27
C -1.14 1.50 1.58
C 0.36 1.31 1.93
C 0.99 0.13 1.28
C 1.99 0.56 0.19
C 2.61 -0.72 -0.35
C 1.97 -1.42 -1.55
N 0.68 -1.99 -1.10
H -4.03 2.24 -1.09
H -4.66 0.59 -1.66
H -1.83 -0.24 -2.20
H -1.51 2.60 1.74
H -1.72 0.99 2.31
H 0.88 2.23 1.61
H 0.41 1.21 2.94
H 1.76 -0.45 2.01
H 0.24 -0.51 0.84
H 1.53 1.20 -0.64
H 2.72 1.28 0.55
H 2.77 -1.52 0.53
H 3.72 -0.57 -0.63
H 2.53 -2.27 -1.86
H 1.77 -0.71 -2.41
H 0.71 -2.20 -0.04
H 0.31 -2.83 -1.57
H -0.27 -1.34 -1.22
*
```

=====

Record 2
ORCA calculation (ωB97M-V with the def2-TZVPD basis set) on a structure of composition C7H18MgO6S3.

Properties
Energy above the lowest of the compared OMol25 structures with the same formula, charge and spin: 2.1 kJ/mol
HOMO-LUMO gap: 6.8 eV
Total energy: -2123.5881 hartree

```
! wB97M-V def2-TZVPD RIJCOSX def2/J DEFGRID3
* xyz 0 1
Mg 0.20 -0.74 -0.33
C 1.02 -2.07 -1.67
O 1.90 -1.80 -0.70
O 0.69 -0.94 -2.32
O -0.10 -2.59 -1.16
C -0.57 2.48 1.59
S 1.06 2.19 0.87
O 0.88 1.05 -0.06
C 1.11 3.69 -0.11
H -0.83 1.59 2.15
H -1.25 2.55 0.74
H -0.57 3.43 2.13
H 0.17 3.81 -0.65
H 1.93 3.63 -0.83
H 1.33 4.53 0.54
C 2.81 -1.40 2.07
S 1.13 -1.66 2.62
O 0.29 -0.95 1.60
C 1.02 -3.39 2.17
H 3.02 -0.34 1.92
H 2.95 -1.90 1.11
H 3.52 -1.80 2.80
H 1.97 -3.88 2.36
H 0.80 -3.45 1.10
H 0.17 -3.80 2.71
C -3.38 -0.82 -2.11
S -2.65 0.44 -1.08
O -1.63 -0.22 -0.24
C -1.77 1.31 -2.39
H -3.45 -0.53 -3.16
H -4.33 -1.15 -1.70
H -2.70 -1.69 -2.11
H -2.46 1.57 -3.18
H -0.95 0.65 -2.70
H -1.32 2.22 -2.00
*
```

=====

Record 3
ORCA calculation (ωB97M-V with the def2-TZVPD basis set) on a cluster of 2 separate species, C7H18N2 in total.

Properties
Energy above the lowest of the compared OMol25 structures with the same formula, charge and spin: 116.1 kJ/mol
HOMO-LUMO gap: 9.7 eV
Total energy: -386.9853 hartree
SMILES: [H]/N=C\C(C)(C)C.CNC

```
! wB97M-V def2-TZVPD RIJCOSX def2/J DEFGRID3
* xyz 0 1
H 1.88 0.65 -1.48
N 1.45 -0.26 -1.63
C 0.21 -0.31 -1.34
C -0.69 0.84 -0.95
C 0.00 1.77 0.05
C -1.99 0.30 -0.35
C -1.02 1.62 -2.24
H -0.31 -1.21 -1.65
H 0.88 2.24 -0.38
H -0.68 2.56 0.36
H 0.30 1.19 0.92
H -1.77 -0.23 0.57
H -2.48 -0.38 -1.04
H -2.67 1.12 -0.12
H -0.12 2.05 -2.68
H -1.48 0.96 -2.98
H -1.71 2.43 -2.02
C 2.12 -1.05 1.38
N 0.71 -1.43 1.04
C -0.05 -1.86 2.20
H 2.61 -1.84 1.98
H 2.12 -0.13 1.96
H 2.69 -0.92 0.46
H 0.77 -2.20 0.39
H 0.43 -2.68 2.76
H -1.04 -2.19 1.90
H -0.16 -1.01 2.89
*
```